Record 1
DFT (ωB97M-V/def2-TZVPD) results for 2 unconnected molecules or ions with the total composition C3H7NO2.

- Gap between HOMO and LUMO: 0.380 Eh
- ΔE to the lowest compared entry with this formula, charge and spin: 86.0 kcal/mol
- SMILES: [H]/N=C\OCC=O.[H][H]
- HOMO energy: -10.1121 eV

Geometry as ORCA input:
```
! RIJCOSX wB97M-V def2-TZVPD def2/J DEFGRID3
* xyz 0 1
O 0.79776 -0.58544 -1.67576
C 1.06196 -0.84089 -0.52530
C 0.92522 0.19359 0.60873
O -0.32594 0.42766 1.24482
C -1.50884 0.51017 0.58086
N -1.80036 0.29127 -0.62450
H -0.99366 0.09830 -1.21882
H -0.54589 -2.00153 0.10596
H 1.54719 -1.79885 -0.25595
H 1.57199 -0.11661 1.43417
H 1.30692 1.12417 0.17490
H -2.28443 0.75078 1.30780
H -1.14968 -1.62739 -0.12173
*
```

---

Record 2
DFT (ωB97M-V/def2-TZVPD) results for C3H7FS2 in the gas phase in a non-equilibrium geometry.

- Gap between HOMO and LUMO: 0.359 Eh
- ΔE to the lowest compared entry with this formula, charge and spin: 17.7 kcal/mol
- SMILES: FC[C@@H](S)CS
- HOMO energy: -9.2106 eV

Geometry as ORCA input:
```
! RIJCOSX wB97M-V def2-TZVPD def2/J DEFGRID3
* xyz 0 1
C 0.71082 0.38319 0.75023
C -0.04379 -0.12589 -0.49882
C -1.60469 -0.05577 -0.27526
H 1.89989 -1.42720 1.52857
H 1.69489 0.74159 0.50982
H 0.22978 1.29938 1.00704
H 0.20198 -1.17576 -0.83556
H 1.65696 0.48686 -1.79538
H -1.92581 0.81463 0.21527
H -2.05270 0.01758 -1.34845
F -2.04265 -1.20963 0.33593
S 0.88236 -0.78325 2.16210
S 0.39296 1.03429 -1.75548
*
```

---

Record 3
DFT (ωB97M-V/def2-TZVPD) results for a molecular structure, C37H34FN2O9PS in a non-equilibrium geometry.

- Gap between HOMO and LUMO: 0.278 Eh
- ΔE to the lowest compared entry with this formula, charge and spin: 0.0 kcal/mol
- HOMO energy: -9.1421 eV

Geometry as ORCA input:
```
! RIJCOSX wB97M-V def2-TZVPD def2/J DEFGRID3
* xyz 0 1
C 6.63905 -0.61719 0.05327
C 6.92706 -0.30628 -1.43624
C 5.68713 0.19350 -2.18137
C 4.53422 -0.78083 -2.32250
C 3.17094 -0.25537 -2.37660
P 2.88219 1.54620 -2.23716
O 2.30333 1.89607 -0.91042
C 2.05001 -1.05280 -2.52038
C 0.64477 -0.45551 -2.56374
C 0.35467 0.06631 -3.99599
C -0.50540 -1.40304 -2.13049
C -1.51608 -0.57222 -1.31589
C 2.30064 -2.45776 -2.62492
N 1.38449 -3.41736 -2.80960
S 2.13424 -4.81588 -2.85616
N 3.66848 -4.34571 -2.65685
C 3.60836 -3.02561 -2.56495
C 4.69285 -2.12694 -2.42049
F 5.90846 -2.70129 -2.37983
H 5.59242 -0.40383 0.27156
H 6.85644 -1.65476 0.28379
H 7.21009 0.05924 0.68163
H 7.44174 -1.11714 -1.93143
H 7.62883 0.52933 -1.43590
H 6.00068 0.49890 -3.18444
H 5.37868 1.09656 -1.67087
H 2.02071 1.94744 -3.26794
H 4.07468 2.24057 -2.49057
H 0.63672 0.35792 -1.84352
H -0.22542 0.98680 -3.97231
H -0.12224 -0.68060 -4.62251
H 1.29516 0.34085 -4.46755
H -0.18094 -2.22010 -1.50182
H -1.01539 -1.74706 -3.02571
H -2.35361 -1.21719 -1.04777
H -1.02152 -0.26776 -0.39415
H -1.91569 0.26675 -1.87273
C -6.64331 2.03516 0.74458
C -5.98478 1.80338 -0.38754
C -4.50307 1.69487 -0.40666
O -3.90015 1.48606 -1.43857
C -3.78777 1.85436 0.88078
C -4.44291 2.08875 2.01515
C -5.92142 2.19445 2.03331
O -6.52418 2.40136 3.06774
H -7.72240 2.11734 0.78287
H -6.48813 1.68335 -1.33859
H -2.70835 1.77202 0.84356
H -3.92926 2.20943 2.97085
C -1.30679 -6.50618 -2.20135
C -1.05359 -7.49638 -3.05246
C -2.13512 -8.39033 -3.53757
O -1.90493 -9.29363 -4.31140
C -3.50936 -8.13489 -3.03702
C -3.76223 -7.14438 -2.18581
C -2.68086 -6.25035 -1.70066
O -2.91023 -5.34672 -0.92699
H -0.53273 -5.84392 -1.83514
H -0.05889 -7.69870 -3.42974
H -4.28311 -8.79736 -3.40339
H -4.75663 -6.94222 -1.80887
C -4.29474 1.45549 6.08584
C -4.53033 1.47825 7.39474
C -3.44664 1.76685 8.36806
O -3.66001 1.78589 9.56035
C -2.08998 2.03168 7.82434
C -1.85400 2.00922 6.51557
C -2.93804 1.71912 5.54750
O -2.72316 1.70057 4.35147
H -5.07098 1.24956 5.35857
H -5.51177 1.29030 7.81066
H -1.31496 2.24135 8.55032
H -0.87371 2.19915 6.09696
C 1.89225 6.43549 2.57265
C 2.49020 7.12598 1.60593
C 2.77785 6.50997 0.28516
O 3.32571 7.14072 -0.59474
C 2.37154 5.09876 0.08635
C 1.77368 4.40625 1.05088
C 1.48595 5.02029 2.37110
O 0.93962 4.39475 3.25496
H 1.67400 6.86432 3.54262
H 2.79394 8.15760 1.73127
H 2.58762 4.66469 -0.88067
H 1.47540 3.37409 0.91557
*
```

---

Record 4
DFT (ωB97M-V/def2-TZVPD) results for a molecular structure, C44H41As2BiNP in a non-equilibrium geometry.

- Gap between HOMO and LUMO (spin up / spin down): 0.198 / 0.199 Eh
- HOMO energy (spin up / spin down): -12.2001 / -12.1667 eV

Geometry as ORCA input:
```
! RIJCOSX wB97M-V def2-TZVPD def2/J DEFGRID3
* xyz 2 1
Bi -0.69006 -0.70079 0.56884
N -2.53636 -0.60944 1.80331
C -2.27862 -0.14309 3.13870
C -3.39315 -0.05792 3.99831
C -3.25647 0.37113 5.31646
C -2.00301 0.72166 5.79665
C -0.88981 0.64386 4.95689
C -0.99627 0.21497 3.61499
P 0.51256 0.14392 2.56678
C 1.58499 -0.90344 3.60533
C 2.51406 -0.42986 4.54067
C 3.28759 -1.31552 5.29961
C 3.13782 -2.69065 5.14296
C 2.21336 -3.18333 4.22830
C 1.44601 -2.29763 3.46696
C 1.18252 1.83562 2.61436
C 2.54019 2.07327 2.34094
C 3.06023 3.37181 2.31791
C 2.22509 4.46258 2.53912
C 0.86949 4.25534 2.77117
C 0.35397 2.95594 2.79731
H -3.16253 0.00217 1.44187
H -2.91647 -1.46960 1.91794
H -4.38260 -0.33205 3.63993
H -4.12594 0.42840 5.96551
H -1.88361 1.05616 6.82387
H 0.07514 0.93390 5.36756
H 2.64575 0.63539 4.70897
H 4.00509 -0.92651 6.01781
H 3.73592 -3.37663 5.73652
H 2.08251 -4.25516 4.10597
H 0.72479 -2.70934 2.76223
H 3.21370 1.24332 2.13435
H 4.11613 3.52799 2.11374
H 2.62562 5.47229 2.51224
H 0.20505 5.10303 2.91853
H -0.71719 2.83812 2.94689
C 0.12884 1.93928 -1.65566
C 1.25117 1.36118 -0.77413
As 1.59151 -0.73251 -0.95214
C 2.56055 -0.03855 -2.62602
C 3.80966 0.57847 -2.45652
C 4.56644 0.95701 -3.56991
C 4.08266 0.71851 -4.86060
C 2.84214 0.10057 -5.03894
C 2.08270 -0.27544 -3.92731
C 1.46968 -2.58570 -1.37689
C 0.42277 -3.45661 -1.01537
C 0.51627 -4.82810 -1.27113
C 1.64563 -5.35118 -1.89701
C 2.68722 -4.50235 -2.26668
C 2.59963 -3.13124 -2.00938
As -1.77184 0.84859 -1.41811
C -2.99196 -0.46070 -1.54499
C -2.74239 -1.78481 -1.94854
C -3.78233 -2.71399 -1.98105
C -5.07316 -2.33055 -1.60639
C -5.32166 -1.01292 -1.20415
C -4.28111 -0.08218 -1.17075
C -2.05511 1.99884 -3.02382
C -1.47981 1.91167 -4.29158
C -1.90071 2.75733 -5.32201
C -2.91784 3.68911 -5.09237
C -3.51635 3.77179 -3.83086
C -3.09682 2.92883 -2.80296
H 0.53519 1.94650 -2.68478
H -0.07240 2.99085 -1.34970
H 0.99344 1.52112 0.29230
H 2.17977 1.94988 -0.93468
H 4.19389 0.75941 -1.46049
H 5.52864 1.43302 -3.43414
H 4.66924 1.01023 -5.72220
H 2.46851 -0.08861 -6.03718
H 1.12451 -0.75645 -4.07203
H -0.47848 -3.12672 -0.54413
H -0.29519 -5.48661 -0.98687
H 1.71113 -6.41264 -2.09855
H 3.56363 -4.90656 -2.75628
H 3.42550 -2.50191 -2.30909
H -1.74993 -2.07967 -2.25683
H -3.58820 -3.72997 -2.30077
H -5.87922 -3.05139 -1.63505
H -6.32307 -0.71711 -0.92072
H -4.48081 0.93798 -0.86485
H -0.70098 1.18694 -4.48471
H -1.44017 2.68965 -6.29903
H -3.24282 4.34247 -5.89105
H -4.30770 4.49001 -3.65637
H -3.56610 3.00080 -1.82618
H -0.71962 -2.56550 0.62916
*
```